ORCA calculation (wB97M-V/def2-TZVPD) on a molecular structure, C49H64BBr2N7O3 in a non-equilibrium geometry.

Summary:
- gap between HOMO and LUMO (eV) = 7.0

```
! wB97M-V def2-TZVPD RIJCOSX def2/J DEFGRID3
* xyz 0 1
C -0.6354 2.7290 0.0474
C -0.8783 4.3503 -0.0050
Br 0.3450 5.3483 1.2819
C -0.8583 5.0055 -1.5105
Br -0.2026 6.9102 -1.2811
C 0.1664 4.2407 -2.5540
C 1.7937 4.4576 -2.2335
C 2.9569 3.7277 -3.1418
C 2.4123 2.7821 -4.3955
C 0.7890 2.5831 -4.7465
C -0.3781 3.3158 -3.8370
B -2.0105 3.1405 -4.1813
N -2.7792 4.4255 -4.4432
O -2.5599 1.7708 -4.2290
C 0.4631 1.5767 -6.0422
O -0.4745 1.8333 -6.9682
C 1.4303 0.2130 -6.0981
C 0.8603 -1.2932 -6.4877
C 1.8858 -2.5858 -6.4654
C 3.4926 -2.3879 -6.0462
C 4.3812 -3.7882 -6.0185
C 4.3651 -4.2855 -4.4299
C 2.8734 -4.7148 -3.8902
C 2.1655 -6.1671 -4.3228
C 0.6575 -6.6324 -3.8078
C -0.2552 -5.6930 -2.7678
C 0.4574 -4.2794 -2.2952
C 1.9482 -3.7924 -2.8475
C 4.1135 -0.8886 -5.6921
C 3.0501 0.3977 -5.7238
C 3.5176 1.9578 -5.3425
O 4.6468 2.5277 -5.7784
H -1.5452 2.0792 -0.3122
H -0.4799 2.4530 1.1977
H 0.3394 2.3603 -0.4974
H -1.9723 4.5406 0.4228
H -1.9635 5.0864 -1.8859
H 2.1543 5.1284 -1.3143
H 4.1167 3.8489 -2.9327
H -3.4406 4.6644 -3.6697
H -3.3720 4.3627 -5.3186
H -3.2528 1.6987 -3.4994
H -0.2778 -1.4639 -6.7802
H 1.4706 -3.6593 -6.7496
H 3.9031 -4.6379 -6.7076
H 5.5013 -3.5631 -6.3171
H 4.8299 -3.4916 -3.6930
H 5.0529 -5.2543 -4.3229
H 2.7732 -6.8830 -5.0232
H 0.1846 -7.6602 -4.1703
H -1.3259 -6.0602 -2.3928
H -0.1615 -3.6137 -1.5249
H 2.3306 -2.7604 -2.4320
H 5.2676 -0.7443 -5.4279
C 3.1665 -10.3733 -6.5374
C 4.3134 -10.9779 -5.7336
C 4.7988 -10.0620 -4.6083
C 5.3044 -8.7534 -5.1934
N 5.7238 -7.6677 -5.6787
H 3.4697 -9.4514 -7.0436
H 2.8339 -11.0733 -7.3103
H 2.3109 -10.1469 -5.8909
H 5.1435 -11.2029 -6.4144
H 3.9828 -11.9296 -5.3032
H 5.6105 -10.5455 -4.0543
H 3.9857 -9.8523 -3.9050
C 0.7505 10.8627 -1.2481
C 0.6722 11.7560 -0.0141
C 1.7721 11.4581 1.0067
C 1.6513 10.0211 1.4870
N 1.5512 8.8288 1.8854
H 0.6112 9.8075 -0.9928
H -0.0356 11.1302 -1.9613
H 1.7185 10.9716 -1.7505
H -0.3125 11.6305 0.4526
H 0.7488 12.8029 -0.3278
H 1.6810 12.1327 1.8647
H 2.7615 11.6074 0.5610
C -3.8773 -0.2174 3.1618
C -4.4856 1.1802 3.1016
C -5.2124 1.4564 1.7839
C -4.2353 1.3439 0.6251
N -3.4247 1.2505 -0.3363
H -3.1138 -0.3596 2.3906
H -3.3942 -0.3800 4.1304
H -4.6474 -0.9863 3.0313
H -3.6893 1.9201 3.2494
H -5.1915 1.2968 3.9312
H -5.6416 2.4639 1.7957
H -6.0291 0.7412 1.6378
C -4.0870 -4.4041 4.0884
C -2.9401 -5.0088 4.8921
C -2.4547 -4.0929 6.0174
C -1.9491 -2.7843 5.4324
N -1.5297 -1.6986 4.9470
H -3.7838 -3.4822 3.5821
H -4.4196 -5.1042 3.3154
H -4.9426 -4.1778 4.7348
H -2.1100 -5.2338 4.2114
H -3.2707 -5.9605 5.3225
H -1.6430 -4.5763 6.5714
H -3.2678 -3.8832 6.7207
C 1.4509 -1.6015 6.4385
C 1.3775 -0.9979 7.8375
C 2.5415 -1.4276 8.7326
C 2.5324 -2.9386 8.8968
N 2.5249 -4.1922 9.0330
H 1.3890 -2.6940 6.4658
H 0.6164 -1.2447 5.8266
H 2.3850 -1.3210 5.9386
H 0.4260 -1.2884 8.2995
H 1.3745 0.0944 7.7536
H 2.4507 -0.9583 9.7179
H 3.4973 -1.1180 8.2960
C -5.7635 4.2499 6.3790
C -4.9766 4.2323 7.6857
C -3.5014 3.8789 7.4870
C -3.3833 2.4924 6.8756
N -3.2853 1.3422 6.3682
H -5.7777 3.2647 5.9024
H -6.8037 4.5348 6.5658
H -5.3343 4.9693 5.6723
H -5.4425 3.5131 8.3705
H -5.0483 5.2186 8.1571
H -2.9788 3.8931 8.4494
H -3.0169 4.6066 6.8270
*
```